DFT (ωB97M-V/def2-TZVPD) results for 2 unconnected molecules or ions with the total composition C5H16N3.

Summary:
E_HOMO = -13.167 eV
E_tot = -9907.6394 eV
ΔE to the lowest compared entry with this formula, charge and spin = 47.89 kcal per mole
Total charge = +1
LUMO level = -2.7 eV

Bonds (Å) are listed after each position.
Atoms and positions in Å:
1 C 0.1774 -1.3191 0.7179  C5 1.503, H9 1.057, H10 1.123, H11 1.119
2 C 2.8777 -0.9305 -0.3655  N8 1.403, H12 1.071, H13 1.056, H14 1.050
3 C 2.4784 1.4485 -0.6616  N8 1.511, H15 1.070, H16 1.119, H17 1.113
4 C -3.0294 0.6004 -0.8988  N6 1.412, H18 1.053, H19 1.114, H22 1.146
5 C 0.7589 -0.0134 0.2537  C1 1.503, N7 1.385, N8 1.287
6 N -3.2185 -0.0144 0.3579  C4 1.412, H20 1.032, H24 1.103
7 N -0.1324 1.0463 0.2317  C5 1.385, H21 1.132, H23 0.991
8 N 1.9747 0.1203 -0.1471  C2 1.403, C3 1.511, C5 1.287
9 H 0.2524 -2.0514 -0.0410  C1 1.057
10 H -0.8700 -1.0972 1.0560  C1 1.123
11 H 0.5953 -1.8054 1.6351  C1 1.119
12 H 2.7374 -1.8172 0.2179  C2 1.071
13 H 2.9829 -0.9354 -1.4157  C2 1.056
14 H 3.8422 -0.6563 -0.0529  C2 1.050
15 H 2.3264 2.2021 0.0828  C3 1.070
16 H 3.5489 1.4870 -0.9854  C3 1.119
17 H 1.8920 1.7734 -1.5497  C3 1.113
18 H -2.4534 1.4637 -0.7228  C4 1.053
19 H -3.8995 0.7705 -1.5731  C4 1.114
20 H -4.0584 0.3577 0.8284  N6 1.032
21 H -1.1054 0.6395 0.6439  N7 1.132
22 H -2.3185 -0.1471 -1.3973  C4 1.146
23 H -0.0868 1.9194 -0.2344  N7 0.991
24 H -3.3818 -1.0962 0.2136  N6 1.103